1.
6
Properties=species:S:1:pos:R:3 method="wB97M-V/def2-TZVPD" smiles="OP(F)(F)=S" e_above_lowest_ev=0.4849
O -0.87137 0.80038 -0.50589
P 0.09838 -0.30679 -0.03664
F 1.35080 0.60847 0.64123
F 0.79590 -0.67630 -1.39480
S -0.49953 -1.82375 1.05856
H -0.87417 1.39799 0.23754



2.
5
Properties=species:S:1:pos:R:3 method="wB97M-V/def2-TZVPD" e_above_lowest_ev=3.7181
F -2.74948 1.00650 -1.39349
F -2.81284 1.43116 0.84874
P -2.57626 0.18179 -0.05962
S -3.95744 -1.14925 0.15744
H -0.30142 0.43212 1.83327



3.
5
Properties=species:S:1:pos:R:3 method="wB97M-V/def2-TZVPD" total_charge=+1 e_above_lowest_ev=0.2414
Li -1.75824 14.16501 15.85076
Li 0.14375 10.98824 16.70656
Li -2.80854 11.54295 17.50529
F -1.25403 12.61050 16.88066
F -1.34061 10.24706 17.93887



4.
4
Properties=species:S:1:pos:R:3 method="wB97M-V/def2-TZVPD" e_above_lowest_ev=3.2068
N 0.02103 -0.68590 -0.37641
N -0.96703 -0.31215 -0.00239
F 1.35907 -0.59584 -0.15983
F -0.11538 1.95522 0.68003



5.
6
Properties=species:S:1:pos:R:3 method="wB97M-V/def2-TZVPD" e_above_lowest_ev=0.5816
N 1.50692 -0.01443 0.08389
N -1.32889 -0.00328 0.21835
O 2.24196 -0.92029 0.17691
O 1.48818 1.14783 0.05385
F -1.61974 0.78823 -0.83592
F -2.28843 -0.99806 0.30292



6.
6
Properties=species:S:1:pos:R:3 method="wB97M-V/def2-TZVPD" e_above_lowest_ev=0.5544
N 0.93985 -0.63816 0.41396
N -0.59445 1.19436 -0.27911
O 0.48182 -1.49226 -0.28166
O 1.50664 -0.49068 1.41663
F -0.54054 1.21708 -1.64264
F -1.80384 0.75850 0.04925



7.
36
Properties=species:S:1:pos:R:3 method="wB97M-V/def2-TZVPD" total_charge=-2 e_above_lowest_ev=4.3063
In 0.87412 0.04210 -0.04659
P 0.72085 -3.22852 1.93848
F 0.81854 -3.16924 3.55523
F -0.38054 -1.98020 1.83505
F 1.86026 -2.09781 1.62744
F 0.72924 -3.28466 0.33782
F 1.84229 -4.43686 2.06833
F -0.52208 -4.28224 2.03500
P 0.63817 3.65923 -1.92636
F -0.58195 3.74746 -0.84695
F 0.03276 2.26806 -2.51206
F -0.24288 4.60838 -2.96944
F 1.92302 3.58625 -2.87220
F 1.36622 5.07580 -1.24558
F 1.33336 2.78685 -0.70606
P -0.14213 1.81080 3.46514
F 1.44600 2.23376 3.19806
F -0.48632 2.13353 1.85560
F 0.40796 0.39271 2.85438
F -1.68631 1.26468 3.69795
F 0.22289 1.39442 5.02852
F -0.38935 3.29051 3.93260
P -2.91405 -0.38672 -0.47734
F -3.62912 -1.21398 0.66634
F -4.02126 0.74811 -0.43491
F -2.08048 0.45203 0.65053
F -1.90066 0.36679 -1.38315
F -1.66221 -1.42427 -0.39423
F -3.70689 -1.19106 -1.65348
P 1.45739 -1.91952 -3.03120
F 1.71706 -0.33048 -2.77790
F 2.13797 -2.24479 -1.66899
F 0.01631 -1.83802 -2.18573
F 1.10299 -3.50326 -3.30484
F 0.87108 -1.42234 -4.42730
F 2.82791 -1.90763 -3.88227



8.
17
Properties=species:S:1:pos:R:3 method="wB97M-V/def2-TZVPD" s2=12.0641 total_charge=-2 total_energy_ha=-2523.2528 spin_multiplicity=7
Fe 1.09340 0.30102 -1.16536
Pt 4.50399 1.65960 -3.45514
N -3.74423 -1.85190 -1.93888
O -4.13106 -1.74087 -0.81816
O -2.77624 -1.10202 -2.24898
O -4.36413 -2.39161 -2.79233
N -1.94042 2.13000 2.03702
O -2.58410 3.14922 1.83818
O -2.16567 1.57859 3.20201
O -0.96098 1.80538 1.39849
N 2.46208 -1.61238 2.69684
O 1.71386 -1.09532 3.48614
O 2.11004 -1.75513 1.52166
O 3.53072 -2.13674 3.08473
F 3.55787 1.78128 -0.23689
F 0.83639 2.30670 -3.23988
F 2.85849 -1.02582 -3.36945



9.
20
Properties=species:S:1:pos:R:3 method="wB97M-V/def2-TZVPD" s2=0.7595 total_charge=+4 total_energy_ha=-920.7443 spin_multiplicity=2
Pb -0.79913 0.33346 2.41850
Hf -0.85609 0.81203 -2.26132
F -2.98803 0.36425 -1.25377
F -0.92012 2.83835 -0.89210
F -0.39860 0.11056 -0.02654
O 1.45545 1.54914 -1.49914
H 1.65039 2.00032 -0.67774
H 2.25804 1.63105 -2.01427
O 1.69244 0.53663 2.08414
H 1.96504 1.10168 1.36120
H 2.51183 0.20756 2.45366
O 0.73152 -0.96905 -2.45476
H 0.70024 -1.88175 -2.74152
H 1.43764 -0.94446 -1.80898
O -2.94818 -0.38584 1.31681
H -3.87834 -0.50521 1.50856
H -2.92117 -0.16901 0.38488
O 0.14075 -2.06923 1.58143
H 0.54494 -2.93503 1.63833
H 0.62138 -1.62546 0.88264



10.
6
Properties=species:S:1:pos:R:3 method="wB97M-V/def2-TZVPD" smiles="N=P(F)(F)F" e_above_lowest_ev=0.0735
N -0.73815 0.99408 -0.47020
P 0.04468 -0.14834 0.08441
F -0.48781 -0.69897 1.54886
F 1.62977 -0.21856 0.35753
F -0.29726 -1.57332 -0.57171
H -0.15122 1.64511 -0.94889



11.
5
Properties=species:S:1:pos:R:3 method="wB97M-V/def2-TZVPD" s2=2.0099 total_charge=+1 spin_multiplicity=3 e_above_lowest_ev=0.0000
O -0.56608 -1.23638 0.95865
F -0.49800 1.32758 0.49566
F -1.27542 -0.08857 -1.24526
F 2.62813 0.22038 -0.24941
S -0.28863 -0.22301 0.04036



12.
27
Properties=species:S:1:pos:R:3 method="wB97M-V/def2-TZVPD" s2=1.7861 total_charge=-1 spin_multiplicity=2 e_above_lowest_ev=0.0000
Tl 1.29545 -0.07892 -0.79739
N -0.95378 -1.92985 -0.89285
S -2.08257 -2.03720 0.17381
O -2.26536 -3.33416 0.85954
O -3.26993 -1.13134 0.08372
F -1.31218 -1.25110 1.31679
S -1.96592 -2.68275 -2.06778
O -3.00980 -1.83783 -2.62986
O -2.22743 -4.10077 -1.90292
F -0.90486 -2.67733 -3.31212
N -0.11213 2.33518 -0.59991
S -1.22099 2.92381 0.62524
O -2.52367 3.46107 0.21739
O -0.71536 3.34080 1.91689
F -1.57412 1.42079 0.91343
S -0.24281 3.59039 -1.41148
O 0.00545 4.87839 -0.70191
O -1.27098 3.44344 -2.42584
F 1.16656 3.34460 -2.24721
P 3.71065 -1.74316 1.09429
O 4.65105 -2.95579 1.19662
O 3.76803 -0.92015 2.45071
O 2.27028 -2.37541 0.95356
O 3.88057 -0.88205 -0.19006
O 1.47673 0.36309 2.10374
H 1.13249 0.85387 2.84999
H 2.29463 -0.01764 2.42359